Here is a structure of composition C7H20N2O10V from the OMol25 dataset. Energies are from ωB97M-V/def2-TZVPD.

Geometry as XYZ:
```
40
Properties=species:S:1:pos:R:3
V 26.3324 -5.9349 28.2673
N 24.1479 -3.4534 29.0724
O 23.0061 -3.5398 28.6264
O 25.0266 -4.3214 28.7894
O 24.4561 -2.4707 29.7796
N 23.8079 -6.4932 26.0434
O 24.7903 -6.3832 26.8398
O 23.9329 -7.2498 25.0694
O 22.7731 -5.8756 26.2385
C 29.6145 -5.0215 26.5320
C 28.3252 -4.9102 25.7610
O 27.2196 -4.9953 26.6086
H 30.4829 -5.2254 25.8865
H 29.5721 -5.8329 27.2568
H 29.9613 -4.0860 26.9760
H 28.2539 -5.6840 24.9772
H 28.1491 -3.9904 25.1887
C 29.2026 -3.7290 29.8604
C 28.3682 -4.6683 30.6637
O 27.4960 -5.4662 29.9377
H 30.1649 -4.0900 29.4876
H 29.4201 -2.7519 30.2980
H 28.5989 -3.5311 28.9652
H 27.8683 -4.1376 31.4822
H 29.0759 -5.3492 31.1694
C 25.3227 -9.5022 30.6352
C 24.7627 -8.6814 29.5070
O 25.2384 -7.3346 29.7011
H 26.4089 -9.5440 30.6782
H 24.9572 -10.5334 30.6366
H 24.9566 -9.0874 31.5819
H 23.6912 -8.8225 29.3610
H 25.2038 -9.0767 28.5881
H 24.8829 -7.1319 30.5743
C 28.4291 -8.2327 28.3774
O 27.3763 -7.5993 27.6411
H 27.9959 -8.9881 29.0335
H 29.2623 -8.4401 27.7096
H 28.8513 -7.5342 29.1053
H 27.2626 -8.0358 26.7923
```

Computed properties:
<S²> = 2.019
Multiplicity = 3
M = 343.2 g mol⁻¹
Energy = -56720.02192 eV
Total charge = -1